C4H2OS | ωB97M-V/def2-TZVPD

XYZ file:
```
8
Properties=species:S:1:pos:R:3:forces:R:3
C 2.0446 0.8692 0.5964 -4.90 -5.65 -0.60
C 1.2458 -0.0854 0.5934 1.61 1.87 -1.02
S 0.3202 -1.4391 0.0222 -0.17 1.34 0.53
C -1.3721 -1.0588 0.4971 1.38 -1.75 0.00
C -2.2550 -0.1819 0.1015 -3.68 0.76 0.74
O -3.2936 0.3903 0.0560 2.88 -0.60 -0.53
H 2.6507 1.5692 0.9295 2.61 2.97 1.13
H -1.8585 -1.9497 0.9676 0.27 1.07 -0.25
```
Forces are in eV/Å.

## Properties
2S+1	1
SMILES string	C#CSC=C=O
ΔE to the lowest compared entry with this formula, charge and spin	77.15	kJ/mol
LUMO level	-0.296	eV
Kohn-Sham gap	8.55	eV
largest force on an atom	0.146	Eh/bohr
energy	-626.905808	Eh

C30H28BrEuN6O3S3 | ωB97M-V/def2-TZVPD

XYZ file:
```
72
Properties=species:S:1:pos:R:3:forces:R:3
Eu -0.3474 -0.0275 -0.5464 -0.13 1.45 0.53
C 5.2101 -0.6070 1.1758 -0.15 -0.01 0.08
C 3.9978 -0.3431 1.9983 0.58 0.07 0.28
N 3.9847 -0.1357 3.2789 -1.02 -0.01 -0.41
N 2.6331 0.0454 3.5399 0.35 0.05 0.50
C 1.8229 -0.0324 2.4802 0.45 0.00 0.07
S 0.1522 0.0789 2.4248 0.27 0.00 0.20
N 2.7301 -0.2640 1.4808 -0.50 -0.13 -0.61
N 2.3482 -0.4491 0.1514 -0.19 0.01 0.19
H 6.0760 -0.6362 1.8309 -0.01 0.00 0.02
H 5.3676 0.1758 0.4320 -0.02 0.01 0.01
H 5.1268 -1.5644 0.6594 0.00 0.01 0.00
H 2.3114 0.1946 4.4792 0.07 0.01 0.13
H 3.0448 -0.0350 -0.4484 0.13 0.10 -0.15
H 2.2718 -1.4392 -0.0505 0.01 -0.24 -0.10
O 0.0743 2.1793 -0.1452 0.57 1.34 0.05
S -0.7428 3.1199 0.6995 -0.29 0.02 0.33
C -0.1293 4.7587 0.4324 0.17 0.06 -0.24
C 0.3923 5.1132 -0.8085 -0.03 0.04 0.11
C 0.8479 6.4068 -0.9871 0.02 0.07 0.00
C 0.7750 7.3278 0.0589 0.01 -0.07 -0.08
C 0.2598 6.9551 1.2903 -0.02 -0.07 0.01
C -0.1910 5.6518 1.4882 0.06 0.17 0.05
C -2.2755 3.2557 -0.2062 -0.04 0.17 0.08
C -2.3752 2.7582 -1.4973 -0.17 0.12 0.09
C -3.5904 2.8994 -2.1603 0.01 -0.08 -0.09
C -4.6701 3.5130 -1.5385 0.00 0.04 0.07
C -4.5473 3.9988 -0.2404 -0.03 -0.01 -0.08
C -3.3428 3.8700 0.4324 -0.13 -0.01 0.01
H 0.4440 4.3801 -1.6061 -0.01 0.03 0.04
H 1.2609 6.7046 -1.9435 -0.02 0.00 0.06
H 1.1325 8.3392 -0.0928 -0.02 -0.06 0.01
H 0.2209 7.6701 2.1029 -0.01 -0.05 -0.04
H -0.5725 5.3458 2.4572 0.01 -0.03 -0.09
H -1.5198 2.2947 -1.9775 0.02 0.07 0.00
H -3.6955 2.5292 -3.1740 0.01 0.02 0.04
H -5.6126 3.6160 -2.0616 0.05 -0.02 -0.01
H -5.3907 4.4741 0.2463 0.05 -0.03 -0.03
H -3.2482 4.2403 1.4486 0.06 -0.04 -0.07
Br 1.7186 -0.3174 -7.3057 0.06 -0.07 -0.25
C 1.0576 0.1909 -5.6303 0.20 -0.10 -0.35
C 1.9468 0.4282 -4.6019 0.03 0.07 0.38
C 1.4156 0.7819 -3.3756 0.15 0.17 -0.20
N 0.1118 0.9184 -3.1517 -0.10 0.09 0.28
C -0.7138 0.7034 -4.1682 -0.19 -0.12 -0.26
C -0.2989 0.3305 -5.4378 -0.19 0.12 0.33
H 3.0151 0.3394 -4.7406 -0.05 -0.02 -0.03
H 2.0763 0.9973 -2.5427 -0.01 -0.04 0.05
H -1.7740 0.8170 -3.9663 0.01 0.00 -0.01
H -1.0122 0.1561 -6.2299 0.03 0.00 0.00
S -4.3108 -1.4423 2.2731 -0.17 -0.23 0.16
C -4.9748 -0.1822 1.3302 0.06 0.03 0.05
C -4.0164 0.3113 0.5131 0.21 0.00 -0.21
N -2.7836 -0.3023 0.6119 -0.04 0.38 -0.27
C -2.8107 -1.2526 1.5010 -0.11 -0.08 0.13
H -6.0043 0.1297 1.4154 0.09 -0.04 0.03
H -4.1554 1.1078 -0.2049 0.00 -0.03 0.07
H -1.9597 -1.8835 1.7175 -0.06 0.01 0.02
O -0.4994 -2.3081 -0.1186 0.03 -1.16 -0.27
C -0.5341 -2.2979 -1.3831 -0.47 -0.95 -0.36
O 0.3328 -1.6881 -2.0665 0.11 -0.73 -0.36
C -1.8283 -2.7007 -2.0655 0.19 -0.13 0.13
C -2.7145 -1.6805 -2.4079 -0.01 -0.21 -0.06
C -3.9493 -1.9721 -2.9657 -0.04 -0.10 -0.05
C -4.3013 -3.2957 -3.2067 0.02 0.02 0.02
C -3.4211 -4.3135 -2.8712 0.02 0.01 0.00
C -2.1933 -4.0173 -2.2915 0.02 -0.17 0.00
H -2.4612 -0.6438 -2.2280 0.03 0.15 -0.01
H -4.6395 -1.1739 -3.2158 0.06 -0.02 0.02
H -5.2588 -3.5369 -3.6512 0.02 0.05 0.02
H -3.6929 -5.3455 -3.0575 0.02 0.05 0.02
H -1.5199 -4.8218 -2.0197 -0.01 0.05 0.01
```
Forces are in eV/Å.

## Properties
2S+1	8
ΔE to the lowest compared entry with this formula, charge and spin	80.33	kJ/mol
LUMO level (spin up / spin down)	-2.100 / -2.099	eV
Kohn-Sham gap (spin up / spin down)	7.00 / 8.83	eV
largest force on an atom	0.030	Eh/bohr
expectation value of S²	15.7593
energy	-6193.044190	Eh
total charge	+1

C26H49Br10FO6S | ωB97M-V/def2-TZVPD

XYZ file:
```
93
Properties=species:S:1:pos:R:3:forces:R:3
C 1.9222 0.3227 -1.1714 -0.04 -0.36 0.06
O 2.7442 1.4064 -0.8314 -0.11 0.47 -0.23
C 4.0343 1.3175 -1.3990 0.52 -0.10 0.55
C 4.9460 0.3328 -0.6680 -0.39 -0.87 -0.14
C 6.0139 -0.2671 -1.5820 -0.43 0.79 -0.35
C 5.5130 -1.2997 -2.5942 0.79 -0.58 0.13
C 5.6118 -2.7576 -2.1040 -0.72 0.66 -0.17
C 4.3725 -3.2378 -1.3458 0.37 -0.39 -0.31
C 3.2495 -3.6912 -2.2991 -0.25 0.05 1.17
C 1.8550 -3.1882 -1.8932 0.27 -0.63 -0.59
C 0.8119 -4.2083 -2.3515 0.32 0.69 -0.46
C -0.5841 -3.6253 -2.4562 -0.39 -0.44 0.44
C -1.0630 -2.9161 -1.1837 0.04 -0.40 -1.08
C -2.5787 -2.7668 -1.2045 1.90 0.49 0.43
O -2.8642 -2.2987 0.1799 -0.76 -0.37 0.16
S -2.9743 -0.7404 0.2072 0.78 2.19 -2.69
O -1.9140 -0.1074 0.8950 1.36 -1.11 -0.98
O -4.2971 -0.2548 0.3379 -0.39 -0.86 0.09
O -2.5489 -0.4676 -1.3638 -0.26 -0.68 0.01
C -3.1327 -1.6018 -1.9903 -1.78 -0.98 0.16
C -3.2265 -1.6501 -3.4926 1.53 0.89 -0.79
C -3.7907 -0.3244 -3.9367 0.24 -0.86 0.54
O -4.8027 0.0806 -3.5214 -1.64 0.94 0.31
F -3.0748 0.3857 -4.7932 0.74 0.00 -0.55
H 2.0891 -0.0124 -2.1991 0.07 0.11 -0.17
H 2.1080 -0.5347 -0.5223 -0.04 -0.13 0.11
H 0.8773 0.6050 -1.0792 -0.07 0.19 0.16
H 3.9556 1.0454 -2.4538 0.00 0.06 -0.17
H 4.5028 2.2945 -1.3065 -0.21 0.30 -0.23
H 5.3896 0.7796 0.2153 0.01 0.21 0.07
H 4.3085 -0.4772 -0.3176 -0.01 -0.10 0.24
H 6.4227 0.5688 -2.1557 0.25 0.08 0.01
H 6.8401 -0.6688 -1.0029 0.08 -0.17 0.09
H 6.1788 -1.2369 -3.4540 -0.05 0.12 -0.23
H 4.5079 -1.0983 -2.9649 -0.15 0.16 0.08
H 6.5199 -2.8645 -1.5168 0.12 -0.12 0.06
H 5.6862 -3.3775 -2.9956 0.29 -0.29 0.03
H 4.6769 -4.0997 -0.7545 -0.09 -0.07 0.22
H 3.9944 -2.5057 -0.6388 0.08 0.25 0.04
H 3.4629 -3.4199 -3.3295 0.01 -0.02 -0.16
H 3.1943 -4.7748 -2.2161 0.18 -0.22 -0.40
H 1.8043 -3.0656 -0.8142 -0.04 0.27 0.11
H 1.6787 -2.2449 -2.4060 -0.17 0.29 0.25
H 0.8730 -5.0939 -1.7219 -0.21 -0.08 0.15
H 1.1210 -4.5101 -3.3524 -0.08 -0.28 -0.12
H -1.2910 -4.4345 -2.6607 -0.03 -0.14 -0.14
H -0.6433 -2.9646 -3.3179 0.15 0.20 -0.06
H -0.5864 -1.9450 -1.0899 0.01 0.14 0.17
H -0.7955 -3.5133 -0.3157 -0.02 -0.06 0.17
H -3.0149 -3.7314 -1.4336 -0.66 0.01 0.46
H -4.1877 -1.5935 -1.6874 -0.16 0.12 -0.14
H -3.9439 -2.3972 -3.8113 -0.06 -0.29 0.18
H -2.2828 -1.8232 -3.9996 0.14 -0.12 0.02
Br -1.8922 -3.3738 6.2589 0.06 -0.01 0.01
C -1.0013 -1.9392 5.2903 -0.22 -0.03 0.12
C -1.0256 -2.1700 3.8072 0.41 -0.10 -0.15
Br 0.2835 -3.5142 3.2614 -0.07 -0.05 -0.01
H 0.0045 -1.8670 5.6894 0.03 0.00 -0.04
H -1.5584 -1.0383 5.5370 0.00 0.03 -0.07
H -0.7383 -1.2663 3.2801 0.04 0.01 0.00
H -1.9895 -2.5081 3.4475 -0.02 -0.04 0.04
Br -6.4726 1.1093 4.1675 0.02 -0.09 0.00
C -4.7714 1.0545 5.1109 -0.15 0.28 0.01
C -3.6360 1.5105 4.2295 -0.10 -0.82 0.14
Br -3.0995 0.1414 2.9228 -1.05 1.80 3.43
H -4.6423 0.0385 5.4685 0.04 -0.03 -0.02
H -4.8988 1.7230 5.9610 0.03 0.02 -0.01
H -2.7493 1.6922 4.8302 0.00 -0.07 -0.12
H -3.8761 2.3997 3.6569 -0.03 0.00 -0.02
Br 3.7638 2.5859 2.2576 0.04 -0.07 0.06
C 2.6421 3.9543 1.4662 0.20 0.00 -0.05
C 1.4502 4.2574 2.3294 -0.31 -0.01 -0.17
Br 0.0797 2.8792 2.2006 0.03 -0.04 0.08
H 2.3719 3.6006 0.4750 -0.05 -0.07 0.02
H 3.2776 4.8329 1.3787 -0.04 0.04 0.03
H 0.9645 5.1728 1.9973 0.04 0.01 -0.02
H 1.7118 4.3419 3.3767 0.06 0.02 0.08
Br 1.0215 3.3234 8.2323 -0.03 -0.05 -0.05
C 0.2691 4.5101 6.8904 0.21 0.06 0.23
C -1.1628 4.8561 7.1879 -0.17 0.02 -0.15
Br -2.3525 3.3842 6.7442 0.03 0.13 0.24
H 0.3839 4.0151 5.9338 -0.03 -0.03 -0.10
H 0.8891 5.4035 6.9185 -0.04 0.03 -0.01
H -1.4911 5.6867 6.5672 0.03 0.00 -0.03
H -1.3336 5.0974 8.2314 0.06 -0.02 0.03
Br -5.6981 5.5591 -6.6821 0.03 -0.02 -0.07
C -5.4207 3.6380 -6.5468 -0.16 0.18 0.12
C -4.2613 3.3015 -5.6497 0.15 -0.06 -0.14
Br -2.5543 3.6162 -6.5330 -0.03 0.03 0.06
H -5.2901 3.2685 -7.5581 0.05 -0.03 0.00
H -6.3455 3.2445 -6.1316 0.02 -0.03 0.04
H -4.2675 2.2462 -5.4049 -0.06 -0.04 0.01
H -4.2532 3.8843 -4.7352 -0.05 0.04 0.00
```
Forces are in eV/Å.

## Properties
2S+1	1
LUMO level	0.200	eV
Kohn-Sham gap	9.60	eV
largest force on an atom	0.078	Eh/bohr
energy	-27709.633757	Eh

C4H10N2OS | ωB97M-V/def2-TZVPD

XYZ file:
```
18
Properties=species:S:1:pos:R:3:forces:R:3
C 1.1667 -0.4338 -2.6278 0.73 -1.75 3.69
C -0.3621 0.1877 1.5783 1.66 -0.29 2.28
C -1.1184 -0.9036 0.8367 0.43 -0.36 -0.12
C -0.1213 1.3311 0.5777 1.59 2.23 1.99
N -0.6770 -0.8923 -0.5992 -2.31 -1.34 0.73
N 0.9485 1.0963 -0.4154 -1.07 -0.54 0.52
O -1.1608 -2.2171 1.4883 -0.99 1.76 -1.10
S 1.0246 -0.5551 -0.9761 -0.36 0.35 -2.21
H 1.7952 -1.2103 -2.9509 0.74 -0.73 -0.66
H 0.8636 0.3346 -3.2246 -1.11 1.89 -1.19
H -1.0129 0.4960 2.4992 1.29 -0.35 -1.71
H 0.6805 -0.1854 2.0556 -2.12 0.82 -1.20
H -0.2997 -2.4404 1.8043 1.07 -0.15 0.21
H -2.1045 -0.4550 1.0117 -0.50 -1.03 -1.15
H -0.9418 1.5797 -0.0296 -1.66 -0.05 -0.24
H 0.0865 2.3329 1.1791 0.02 -2.02 -1.29
H -1.2383 -1.6258 -1.2148 2.28 2.10 1.47
H 1.8388 1.4687 -0.1192 0.33 -0.57 -0.03
```
Forces are in eV/Å.

## Properties
2S+1	1
ΔE to the lowest compared entry with this formula, charge and spin	468.83	kJ/mol
LUMO level	0.676	eV
Kohn-Sham gap	8.40	eV
largest force on an atom	0.081	Eh/bohr
energy	-741.199430	Eh

C2H4OS2 | ωB97M-V/def2-TZVPD

XYZ file:
```
9
Properties=species:S:1:pos:R:3:forces:R:3
O -1.6941 0.8377 -0.1457 0.35 1.86 -0.27
C -0.8094 -0.1049 -0.1409 1.23 -3.15 0.36
S -1.3143 -1.7176 -0.1263 0.90 1.81 -0.18
C 0.6260 0.4280 -0.0596 -0.24 -2.00 0.43
S 2.0049 -0.7507 -0.2434 -0.36 -0.11 0.48
H -2.4925 0.3814 -0.3695 -1.55 -0.31 0.03
H 0.7561 0.9219 0.8820 -0.07 0.58 0.38
H 0.8587 1.0617 -0.8578 -0.35 1.52 -1.09
H 2.0644 -1.0575 1.0612 0.08 -0.19 -0.13
```
Forces are in eV/Å.

## Properties
2S+1	1
SMILES string	OC(=S)CS
ΔE to the lowest compared entry with this formula, charge and spin	35.82	kJ/mol
LUMO level	0.242	eV
Kohn-Sham gap	9.16	eV
largest force on an atom	0.066	Eh/bohr
energy	-950.195048	Eh